Record 1
Computed, not measured: C16H39ErO4P2S2 as an isolated structure, with wB97M-V/def2-TZVPD.

Properties
Spin multiplicity = 4
HOMO energy (alpha / beta) = -15.13 / -14.39 eV
Net charge = +2

Element x y z (Å)
1 C -2.0122 -4.9115 1.6273
2 C -3.3768 -4.1658 1.1105
3 C -3.4838 -3.9432 -0.5087
4 C -2.0676 -3.6365 -1.2712
5 C -1.1944 -2.3934 -0.6594
6 C -2.0728 -1.1348 -0.0856
7 C -1.6911 -0.9580 1.4993
8 C -2.4605 0.2679 2.2688
9 C -1.4118 1.5201 2.6126
10 C -1.3720 2.6486 1.4189
11 C -0.0273 3.5717 1.6422
12 C 0.6314 4.1245 0.2417
13 C 2.0590 3.4184 -0.1681
14 P 1.8979 1.6385 -0.8554
15 O 1.6783 -0.0312 -1.4080
16 C 2.7456 0.8928 0.7089
17 O 2.9757 -0.5445 0.4849
18 C 4.3757 -0.9306 0.7199
19 P 3.7799 1.7274 -1.9533
20 S 5.1707 2.8050 -1.1181
21 S 0.8193 2.2537 -2.6062
22 C 1.0578 1.0885 -4.0972
23 O -0.7224 2.1719 -2.2857
24 O 1.0871 3.7332 -3.0221
25 H -1.0437 -4.2505 1.5937
26 H -2.1876 -5.1652 2.7803
27 H -1.8009 -5.9583 1.1153
28 H -4.2845 -4.8799 1.4122
29 H -3.5988 -3.1371 1.6220
30 H -3.9241 -4.9394 -0.9969
31 H -4.2531 -3.0870 -0.8244
32 H -1.3924 -4.6162 -1.2911
33 H -2.2881 -3.3764 -2.4133
34 H -0.5186 -1.9813 -1.5523
35 H -0.4266 -2.7041 0.1870
36 H -3.2179 -1.1733 -0.3228
37 H -1.6589 -0.1596 -0.6353
38 H -0.5255 -0.7048 1.5423
39 H -1.7964 -1.9936 2.0819
40 H -3.4211 0.6337 1.6780
41 H -2.7790 -0.1540 3.3384
42 H -0.3363 1.1292 2.9307
43 H -1.8506 2.0485 3.5863
44 H -2.2949 3.3874 1.4997
45 H -1.3963 2.1498 0.3606
46 H -0.3121 4.5287 2.2961
47 H 0.7646 2.9815 2.2812
48 H 0.8792 5.2764 0.4307
49 H -0.1809 4.0899 -0.6000
50 H 2.6077 4.1690 -0.8981
51 H 2.7082 3.3910 0.8296
52 H 0.6367 1.5170 -0.1531
53 H 0.8214 -0.3200 -0.9718
54 H 3.7495 1.4374 1.0005
55 H 2.0301 1.0227 1.6517
56 H 4.7014 -0.6455 1.8221
57 H 4.5097 -2.1063 0.5927
58 H 5.0769 -0.4234 -0.0882
59 H 4.2587 0.3480 -2.0624
60 H 3.5600 2.2994 -3.2846
61 H 2.1809 0.8318 -4.3047
62 H 0.6467 1.6537 -5.0647
63 H 0.4952 0.0582 -3.9129
64 Er -0.5245 -0.3903 -1.5520

Löwdin population analysis, charges in e, atoms 1 to 4: atom 1 (C): -0.1313, atom 2 (C): -0.2380, atom 3 (C): -0.2054, atom 4 (C): -0.1658

=====

Record 2
Computed, not measured: a 9-piece molecular cluster, C16H39F9N4O10 overall, with wB97M-V/def2-TZVPD.

Properties
HOMO energy = -6.64 eV

Element x y z (Å)
1 N 3.4685 1.7230 -1.9991
2 H 2.6731 2.1391 -2.5421
3 H 4.2328 2.3846 -2.0423
4 H 3.6976 0.7361 -2.1293
5 H 3.0801 1.6600 -1.0350
6 N 3.4376 -1.6763 -2.5407
7 H 3.9739 -1.4980 -3.3854
8 H 3.9491 -1.2457 -1.7252
9 H 3.3261 -2.6705 -2.3732
10 H 2.5150 -1.2181 -2.7145
11 N 0.3878 0.1166 -0.3643
12 H 0.6637 0.1104 -1.3758
13 H -0.4779 0.6676 -0.3516
14 H 1.1656 0.5833 0.1462
15 H 0.2575 -0.8082 0.0341
16 N 1.6449 4.0408 -0.2115
17 H 0.9222 4.6409 0.1637
18 H 1.8390 3.1842 0.3442
19 H 2.5299 4.5326 -0.2990
20 H 1.4404 3.6741 -1.1760
21 O 2.4890 1.5820 0.6375
22 C 3.5185 1.0648 1.4217
23 C 4.1592 -0.2388 0.8347
24 O 4.7213 -0.4623 -0.4483
25 H 3.2366 0.8370 2.4577
26 H 4.3884 1.7389 1.4813
27 H 3.5049 -1.1179 1.0021
28 H 4.9993 -0.5136 1.5003
29 O 1.3002 -0.1461 -2.9618
30 C 0.7806 0.8020 -3.8361
31 C 0.3266 2.1767 -3.2597
32 O 1.2732 3.1034 -2.7991
33 H -0.1018 0.4130 -4.3759
34 H 1.5128 0.9937 -4.6369
35 H -0.3718 2.0256 -2.4185
36 H -0.2762 2.5624 -4.0984
37 C -5.3962 -2.8415 -0.5656
38 C -3.8940 -2.8787 -0.5264
39 O -3.5134 -3.2399 0.8021
40 C -2.3382 -2.8013 1.2624
41 O -1.5542 -2.1411 0.6629
42 C -2.0376 -3.2939 2.6988
43 F -0.7894 -3.7312 2.7314
44 F -2.1314 -2.2539 3.5255
45 F -2.8662 -4.2413 3.1025
46 H -5.9181 -2.3565 -1.3908
47 H -5.8294 -2.3122 0.2877
48 H -5.7957 -3.8556 -0.4910
49 H -3.4877 -1.9030 -0.7856
50 H -3.5021 -3.5843 -1.2597
51 C 3.2469 -0.8497 5.0343
52 C 1.7517 -0.7506 5.2384
53 O 1.1286 0.3706 4.6493
54 C 0.3839 0.1411 3.5751
55 O 0.4406 -0.8361 2.8922
56 C -0.5383 1.3150 3.1624
57 F -1.7176 0.9289 2.7036
58 F -0.6905 2.1458 4.1968
59 F 0.0630 1.9544 2.1572
60 H 3.5035 -0.9627 3.9766
61 H 3.7172 -1.6525 5.5985
62 H 3.7940 0.0654 5.2771
63 H 1.5830 -0.6384 6.3142
64 H 1.2696 -1.6949 4.9834
65 C -3.2967 -0.3762 -3.9511
66 C -2.7572 0.5017 -2.8047
67 O -3.7246 0.5432 -1.7758
68 C -3.3527 0.8304 -0.5404
69 O -2.2280 1.0258 -0.1886
70 C -4.5057 0.8641 0.4895
71 F -4.3626 -0.0072 1.4822
72 F -4.5738 2.1034 0.9857
73 F -5.6609 0.6118 -0.1458
74 H -4.2111 0.1193 -4.2772
75 H -3.5062 -1.3548 -3.5212
76 H -2.5618 -0.4370 -4.7483
77 H -2.5439 1.4920 -3.2110
78 H -1.7845 0.0843 -2.5303

Löwdin population analysis, charges in e, atoms 1 to 4: atom 1 (N): 0.2510, atom 2 (H): 0.0558, atom 3 (H): 0.1267, atom 4 (H): 0.0729

=====

Record 3
Computed, not measured: a 4-piece molecular cluster, C16H39N4O5 overall, with wB97M-V/def2-TZVPD.

Properties
HOMO energy = -10.31 eV
Net charge = +1

Element x y z (Å)
1 C 1.9391 -2.2237 -3.9164
2 C 2.3126 -1.4251 -2.6871
3 O 3.7196 -1.4151 -2.3806
4 C 4.3616 -2.6627 -2.3768
5 C 5.7392 -2.3711 -1.8114
6 N 5.5533 -1.6233 -0.5267
7 C 5.3242 -2.4685 0.6880
8 O 5.0215 -1.5755 1.6859
9 C 5.3130 -2.0061 3.0370
10 C 5.5026 -0.7804 3.9135
11 H 2.1107 -3.2956 -3.7995
12 H 2.4706 -1.8692 -4.8012
13 H 0.8724 -2.0824 -4.0942
14 H 2.0577 -0.3774 -2.8368
15 H 1.7591 -1.7614 -1.8040
16 H 3.8145 -3.3822 -1.7492
17 H 4.4673 -3.1040 -3.3711
18 H 6.2765 -1.7060 -2.4845
19 H 6.3343 -3.2649 -1.6316
20 H 6.3447 -1.0093 -0.3308
21 H 4.7301 -1.0172 -0.6708
22 H 6.2462 -3.0314 0.8760
23 H 4.5085 -3.1587 0.4457
24 H 6.2084 -2.6359 3.0102
25 H 4.4786 -2.6251 3.3767
26 H 5.6476 0.1027 3.2919
27 H 6.3773 -0.8909 4.5531
28 H 4.6362 -0.5992 4.5467
29 C 1.6551 -1.9033 1.1212
30 C 0.2298 -1.8485 0.6117
31 O -0.1162 -0.9595 -0.1541
32 N -0.6313 -2.8033 1.0194
33 C -0.3958 -3.8935 1.9434
34 H 2.1613 -1.0254 0.7280
35 H 1.7161 -1.8966 2.2090
36 H 2.1560 -2.8094 0.7684
37 H -1.5675 -2.6842 0.6606
38 H -0.5915 -4.8562 1.4703
39 H -1.0335 -3.8032 2.8229
40 H 0.6382 -3.8823 2.2761
41 C -4.2500 2.4869 1.0627
42 C -3.2200 1.4075 1.2844
43 O -3.0995 0.8197 2.3499
44 N -2.4139 1.1021 0.2345
45 C -2.4160 1.6783 -1.0922
46 H -4.8129 2.6219 1.9816
47 H -3.7826 3.4310 0.7837
48 H -4.9314 2.2203 0.2549
49 H -1.7381 0.3793 0.4333
50 H -2.6108 0.9168 -1.8501
51 H -1.4548 2.1440 -1.3190
52 H -3.1869 2.4398 -1.1715
53 C -7.7149 3.9073 -0.7398
54 C -6.5821 4.9082 -0.7810
55 O -5.4338 4.5683 -1.0192
56 N -6.8860 6.2089 -0.5399
57 C -8.1784 6.7883 -0.2405
58 H -7.3017 2.9270 -0.9556
59 H -8.1900 3.8889 0.2417
60 H -8.4787 4.1442 -1.4812
61 H -6.0885 6.8240 -0.5827
62 H -8.4629 7.5263 -0.9918
63 H -8.1758 7.2732 0.7368
64 H -8.9382 6.0131 -0.2277

natural (NBO) population analysis, charges in e, atoms 1 to 4: atom 1 (C): -0.6532, atom 2 (C): -0.0667, atom 3 (O): -0.5704, atom 4 (C): -0.0866